A) C3H9S2 | ωB97M-V/def2-TZVPD

Each line ends with the natural charge from an NBO analysis.
Geometry (Å):
C (-1.962, -0.419, -0.624)  -0.76
S (-2.489, -0.496, 1.055)  -0.71
H (-0.998, 0.020, -0.608)  0.17
H (-1.816, -1.372, -1.222)  0.15
H (-2.659, 0.116, -1.275)  0.18
C (1.216, 1.521, -0.017)  -0.74
S (1.567, -0.036, -0.856)  0.16
C (0.992, -0.975, 0.513)  -0.81
H (1.923, 1.386, 0.775)  0.20
H (0.184, 1.450, 0.357)  0.25
H (1.480, 2.377, -0.640)  0.21
H (1.471, -2.071, 0.530)  0.21
H (1.175, -0.364, 1.488)  0.21
H (-0.085, -1.135, 0.523)  0.27

The value obtained for the LUMO energy is 0.1176 Eh. Its total charge is -1. Its HOMO energy is -2.2 eV.

B) C3H9S2 | ωB97M-V/def2-TZVPD

Each line ends with the natural charge from an NBO analysis.
Geometry (Å):
C (-1.857, 1.641, 3.254)  -0.74
S (-2.041, 0.284, 4.492)  -0.76
H (-1.248, 1.310, 2.412)  0.16
H (-2.825, 1.985, 2.905)  0.17
H (-1.343, 2.472, 3.736)  0.17
C (0.043, -1.413, -1.066)  -0.73
S (1.775, -1.750, -1.558)  0.17
C (2.027, -0.336, -2.632)  -0.75
H (-0.183, -1.871, -0.109)  0.24
H (-0.605, -1.833, -1.827)  0.21
H (-0.032, -0.342, -0.927)  0.22
H (1.842, 0.642, -2.170)  0.21
H (3.058, -0.394, -2.978)  0.22
H (1.388, -0.396, -3.534)  0.20

The value obtained for the LUMO energy is 0.0997 Eh. Its total charge is -1. Its HOMO energy is -2.0 eV.

It is A) that is the least stable of them.

A) C55H43ClN6P2Rb | ωB97M-V/def2-TZVPD

Each line ends with the Löwdin charge.
Geometry (Å):
Rb (0.102, 0.037, 0.399)  0.69
C (1.319, -0.560, 5.183)  -0.06
C (0.589, -0.764, 3.990)  -0.16
N (0.078, 0.210, 3.283)  0.04
C (0.233, 1.500, 3.716)  -0.16
C (0.933, 1.801, 4.903)  -0.17
C (1.486, 0.715, 5.625)  -0.03
C (1.048, 3.138, 5.358)  -0.08
C (0.453, 4.127, 4.627)  -0.10
C (-0.248, 3.851, 3.440)  -0.05
C (-0.368, 2.566, 2.923)  -0.25
N (-0.912, 2.263, 1.710)  -0.03
C (-2.001, 2.891, 1.238)  -0.28
C (-3.009, 3.475, 2.020)  -0.05
C (-4.186, 3.996, 1.468)  -0.11
C (-4.430, 3.989, 0.119)  -0.09
C (-3.442, 3.435, -0.732)  -0.18
C (-3.607, 3.407, -2.139)  -0.03
C (-2.640, 2.881, -2.937)  -0.06
C (-1.482, 2.356, -2.321)  -0.16
N (-1.294, 2.347, -1.026)  0.07
C (-2.247, 2.890, -0.208)  -0.18
H (1.729, -1.411, 5.711)  0.09
H (0.442, -1.771, 3.611)  0.09
H (2.038, 0.918, 6.537)  0.11
H (1.592, 3.348, 6.271)  0.10
H (0.528, 5.156, 4.960)  0.10
H (-0.686, 4.668, 2.879)  0.11
H (-2.875, 3.495, 3.093)  0.10
H (-4.930, 4.414, 2.139)  0.10
H (-5.338, 4.396, -0.306)  0.09
H (-4.516, 3.818, -2.563)  0.11
H (-2.741, 2.848, -4.014)  0.10
H (-0.699, 1.924, -2.936)  0.09
N (1.604, -3.820, -0.392)  -0.37
P (1.829, -2.721, 0.870)  0.76
C (3.515, -2.054, 0.446)  -0.38
C (3.761, -0.692, 0.294)  -0.11
C (5.027, -0.222, -0.046)  -0.09
C (6.067, -1.115, -0.245)  -0.10
C (5.837, -2.481, -0.098)  -0.09
C (4.574, -2.940, 0.237)  -0.11
C (2.355, -3.718, 2.339)  -0.38
C (2.031, -5.067, 2.449)  -0.10
C (2.326, -5.787, 3.604)  -0.10
C (2.967, -5.170, 4.666)  -0.11
C (3.314, -3.825, 4.565)  -0.10
C (3.003, -3.112, 3.419)  -0.13
P (0.915, -2.223, -1.985)  0.96
C (-0.736, -3.053, -2.008)  -0.34
C (-1.895, -2.316, -1.779)  -0.14
C (-3.147, -2.918, -1.721)  -0.10
C (-3.264, -4.288, -1.883)  -0.09
C (-2.116, -5.047, -2.091)  -0.08
C (-0.872, -4.437, -2.147)  -0.11
C (1.885, -3.129, -3.253)  -0.35
C (1.338, -3.625, -4.435)  -0.11
C (2.144, -4.194, -5.414)  -0.09
C (3.518, -4.260, -5.232)  -0.11
C (4.077, -3.766, -4.059)  -0.09
C (3.264, -3.217, -3.078)  -0.09
H (0.885, -4.497, -0.148)  -0.05
H (2.969, 0.037, 0.442)  0.06
H (5.193, 0.842, -0.164)  0.10
H (7.050, -0.753, -0.521)  0.09
H (6.645, -3.186, -0.252)  0.10
H (4.381, -4.004, 0.316)  0.11
H (1.564, -5.570, 1.610)  0.08
H (2.058, -6.835, 3.665)  0.09
H (3.201, -5.730, 5.563)  0.09
H (3.829, -3.333, 5.382)  0.10
H (3.279, -2.063, 3.357)  0.10
H (-1.844, -1.245, -1.615)  0.07
H (-4.024, -2.309, -1.531)  0.10
H (-4.236, -4.764, -1.836)  0.10
H (-2.191, -6.121, -2.208)  0.10
H (0.016, -5.039, -2.297)  0.10
H (0.269, -3.565, -4.605)  0.11
H (1.694, -4.570, -6.325)  0.10
H (4.148, -4.692, -6.000)  0.09
H (5.147, -3.815, -3.901)  0.10
H (3.703, -2.860, -2.154)  0.08
Cl (-1.687, -1.223, -8.775)  0.61
C (-1.086, -1.032, -7.142)  -0.68
C (-1.978, -0.963, -6.087)  -0.11
C (-1.493, -0.825, -4.793)  -0.04
C (-0.123, -0.763, -4.530)  -0.28
C (0.424, -0.708, -3.145)  -0.31
C (0.744, -0.811, -5.624)  -0.05
C (0.278, -0.947, -6.922)  -0.11
H (-3.041, -1.022, -6.279)  0.10
H (-2.196, -0.772, -3.972)  0.10
H (1.381, -0.174, -3.139)  0.08
H (-0.245, -0.141, -2.488)  0.00
H (1.813, -0.764, -5.448)  0.12
H (0.964, -1.000, -7.757)  0.10
N (-4.255, -5.396, 2.617)  0.15
C (-4.110, -4.309, 2.273)  -0.18
C (-3.948, -2.936, 1.849)  -0.21
C (-5.055, -2.110, 1.697)  -0.02
C (-4.850, -0.810, 1.278)  -0.03
C (-3.549, -0.393, 1.027)  -0.10
N (-2.488, -1.186, 1.164)  0.04
C (-2.682, -2.434, 1.572)  -0.08
H (-6.047, -2.486, 1.906)  0.12
H (-5.672, -0.120, 1.150)  0.11
H (-3.352, 0.628, 0.714)  0.10
H (-1.805, -3.067, 1.662)  0.13

The value obtained for the LUMO energy is 0.0731 Eh. Its total charge is -1. Its HOMO energy is -4.0 eV.

B) C55H43ClN6P2Rb | ωB97M-V/def2-TZVPD

Each line ends with the Löwdin charge.
Geometry (Å):
Rb (0.451, 1.398, -0.079)  0.69
C (-1.060, 1.966, 4.721)  -0.07
C (-0.346, 2.314, 3.554)  -0.14
N (-0.897, 2.407, 2.372)  0.06
C (-2.233, 2.151, 2.235)  -0.19
C (-3.017, 1.746, 3.337)  -0.18
C (-2.383, 1.676, 4.601)  -0.03
C (-4.386, 1.411, 3.169)  -0.09
C (-4.930, 1.510, 1.919)  -0.12
C (-4.177, 1.938, 0.812)  -0.05
C (-2.828, 2.273, 0.908)  -0.27
N (-2.031, 2.597, -0.144)  -0.03
C (-2.495, 3.269, -1.216)  -0.25
C (-3.561, 4.176, -1.219)  -0.05
C (-3.913, 4.932, -2.343)  -0.11
C (-3.250, 4.823, -3.536)  -0.09
C (-2.172, 3.910, -3.615)  -0.17
C (-1.446, 3.723, -4.816)  -0.03
C (-0.425, 2.825, -4.877)  -0.06
C (-0.117, 2.103, -3.707)  -0.18
N (-0.750, 2.253, -2.573)  0.04
C (-1.788, 3.137, -2.493)  -0.15
H (-0.541, 1.908, 5.669)  0.10
H (0.724, 2.494, 3.608)  0.09
H (-2.970, 1.380, 5.464)  0.11
H (-4.969, 1.091, 4.024)  0.10
H (-5.973, 1.252, 1.768)  0.10
H (-4.655, 1.990, -0.158)  0.10
H (-4.111, 4.320, -0.298)  0.10
H (-4.737, 5.633, -2.254)  0.10
H (-3.525, 5.411, -4.402)  0.09
H (-1.722, 4.306, -5.688)  0.11
H (0.140, 2.660, -5.786)  0.10
H (0.679, 1.361, -3.727)  0.08
N (-0.256, -1.601, -0.124)  -0.47
P (-1.138, -1.155, 1.316)  0.95
C (-2.238, -2.568, 1.654)  -0.38
C (-1.836, -3.903, 1.632)  -0.09
C (-2.764, -4.916, 1.800)  -0.09
C (-4.103, -4.603, 2.018)  -0.10
C (-4.509, -3.279, 2.065)  -0.08
C (-3.578, -2.264, 1.872)  -0.10
C (0.151, -1.315, 2.586)  -0.37
C (1.514, -1.152, 2.341)  -0.10
C (2.423, -1.121, 3.392)  -0.07
C (1.979, -1.247, 4.698)  -0.07
C (0.620, -1.405, 4.954)  -0.09
C (-0.288, -1.434, 3.908)  -0.11
P (-1.228, -1.315, -1.530)  0.97
C (-1.962, -2.971, -1.828)  -0.37
C (-1.209, -4.095, -2.171)  -0.09
C (-1.804, -5.341, -2.266)  -0.09
C (-3.167, -5.480, -2.022)  -0.09
C (-3.927, -4.373, -1.686)  -0.09
C (-3.324, -3.123, -1.591)  -0.11
C (0.025, -1.322, -2.859)  -0.40
C (-0.448, -1.233, -4.172)  -0.11
C (0.430, -1.164, -5.237)  -0.09
C (1.804, -1.170, -5.010)  -0.09
C (2.282, -1.246, -3.713)  -0.09
C (1.396, -1.320, -2.640)  -0.10
H (0.199, -2.511, -0.092)  0.06
H (-0.789, -4.150, 1.485)  0.11
H (-2.449, -5.952, 1.766)  0.10
H (-4.827, -5.397, 2.155)  0.10
H (-5.549, -3.032, 2.240)  0.10
H (-3.889, -1.223, 1.891)  0.09
H (1.894, -1.036, 1.333)  0.08
H (3.473, -0.967, 3.185)  0.10
H (2.695, -1.201, 5.508)  0.10
H (0.266, -1.496, 5.974)  0.10
H (-1.346, -1.536, 4.123)  0.10
H (-0.148, -3.992, -2.377)  0.11
H (-1.208, -6.207, -2.528)  0.10
H (-3.632, -6.456, -2.096)  0.10
H (-4.986, -4.478, -1.488)  0.10
H (-3.914, -2.258, -1.309)  0.10
H (-1.517, -1.202, -4.357)  0.11
H (0.046, -1.090, -6.247)  0.10
H (2.495, -1.105, -5.840)  0.10
H (3.349, -1.240, -3.527)  0.09
H (1.774, -1.358, -1.624)  0.09
Cl (7.098, -0.300, 5.763)  0.54
C (6.029, 0.396, 4.548)  -0.72
C (4.874, 1.074, 4.923)  -0.17
C (4.034, 1.618, 3.977)  -0.10
C (4.271, 1.509, 2.564)  -0.39
C (3.374, 1.942, 1.600)  -0.10
C (5.514, 0.861, 2.244)  -0.09
C (6.347, 0.314, 3.196)  -0.16
H (4.631, 1.174, 5.975)  0.09
H (3.136, 2.128, 4.313)  0.09
H (3.631, 1.948, 0.552)  -0.02
H (2.448, 2.416, 1.904)  -0.01
H (5.800, 0.783, 1.198)  0.08
H (7.261, -0.182, 2.888)  0.09
N (4.527, 3.052, -6.100)  0.15
C (4.495, 2.514, -5.085)  -0.18
C (4.441, 1.830, -3.808)  -0.21
C (5.473, 0.992, -3.413)  -0.02
C (5.363, 0.347, -2.194)  -0.04
C (4.215, 0.561, -1.441)  -0.15
N (3.223, 1.362, -1.821)  0.07
C (3.338, 2.004, -2.978)  -0.08
H (6.342, 0.858, -4.043)  0.12
H (6.145, -0.302, -1.826)  0.11
H (4.092, 0.091, -0.470)  0.11
H (2.533, 2.671, -3.261)  0.12

The value obtained for the LUMO energy is 0.0648 Eh. Its total charge is -1. Its HOMO energy is -2.7 eV.

It is A) that is the least stable of them.

A) C4H9O2P | ωB97M-V/def2-TZVPD

Each line ends with the natural charge from an NBO analysis.
Geometry (Å):
C (-1.365, 1.689, -0.048)  -0.96
P (-0.860, -0.101, -0.230)  1.02
C (-2.367, -1.122, 0.163)  -0.95
O (-0.069, -0.054, 1.213)  -1.00
H (-1.574, 2.253, -0.943)  0.23
H (-2.329, 1.609, 0.463)  0.22
H (-0.746, 2.174, 0.670)  0.25
H (-2.018, -2.137, 0.223)  0.24
H (-2.662, -0.752, 1.161)  0.23
H (-3.122, -1.025, -0.576)  0.23
H (0.814, -0.245, 1.256)  0.50
C (2.910, -0.693, -1.058)  -0.78
C (3.705, -0.149, -0.187)  0.70
O (4.251, 0.219, 0.790)  -0.47
H (3.191, -1.680, -1.352)  0.27
H (2.241, 0.013, -1.546)  0.27

The value obtained for the LUMO energy is 0.0262 Eh. Its HOMO energy is -8.3 eV. Its SMILES is CP(C)O.C=C=O.

B) C4H9O2P | ωB97M-V/def2-TZVPD

Each line ends with the natural charge from an NBO analysis.
Geometry (Å):
C (0.761, 0.503, -0.995)  -0.70
C (-0.047, -0.056, 0.136)  0.17
C (0.635, 0.059, 1.420)  -0.74
P (-1.094, -1.553, 0.092)  0.50
O (-2.870, -0.343, 0.253)  -0.67
C (-2.505, 0.831, 0.196)  0.67
O (-1.377, 1.364, 0.169)  -0.58
H (1.714, 0.080, -1.052)  0.23
H (0.914, 1.535, -0.946)  0.24
H (0.145, 0.222, -1.929)  0.23
H (0.025, -0.245, 2.312)  0.24
H (0.931, 1.076, 1.661)  0.24
H (1.575, -0.505, 1.303)  0.25
H (-1.460, -1.157, -1.171)  -0.05
H (0.201, -2.006, -0.345)  -0.11
H (-3.269, 1.674, 0.434)  0.09

The value obtained for the LUMO energy is 0.0196 Eh. Its HOMO energy is -8.8 eV. Its SMILES is CC(C)=[PH2]OC=O.

C) C4H9O2P | ωB97M-V/def2-TZVPD

Each line ends with the natural charge from an NBO analysis.
Geometry (Å):
C (-0.406, -0.735, -0.036)  0.20
C (0.264, 0.570, -0.396)  0.03
C (-0.191, -1.801, -0.939)  -0.71
C (-0.691, 1.728, 0.055)  -0.65
O (0.874, -1.186, 1.481)  -0.94
O (1.584, 0.628, 0.062)  -0.78
P (1.807, 0.052, 1.617)  1.23
H (-1.361, -0.499, 0.222)  0.18
H (0.188, 0.589, -1.520)  0.20
H (-0.830, -1.764, -1.889)  0.25
H (-0.565, -2.803, -0.507)  0.25
H (0.941, -1.817, -1.157)  0.25
H (-1.255, 1.418, 0.910)  0.20
H (-1.329, 2.173, -0.597)  0.22
H (0.014, 2.469, 0.401)  0.23
H (0.957, 0.979, 2.293)  -0.18

The value obtained for the LUMO energy is -0.0079 Eh. Its HOMO energy is -8.6 eV.

It is B) that is the least stable of them.

A) C2HF3O2 | ωB97M-V/def2-TZVPD

Each line ends with the natural charge from an NBO analysis.
Geometry (Å):
C (2.316, 1.837, 0.739)  0.79
C (0.523, 0.683, 0.934)  0.87
O (2.870, 2.218, 1.667)  -0.50
O (0.969, -0.562, 1.174)  -0.68
F (2.277, 2.204, -0.551)  -0.32
F (-0.206, 1.484, 1.796)  -0.33
F (0.012, 0.830, -0.263)  -0.31
H (0.217, -1.155, 1.441)  0.49

The value obtained for the LUMO energy is 0.0137 Eh. Its HOMO energy is -9.9 eV.

B) C2HF3O2 | ωB97M-V/def2-TZVPD

Each line ends with the natural charge from an NBO analysis.
Geometry (Å):
C (-1.014, 0.310, -0.146)  0.75
C (0.323, -0.119, -0.238)  0.85
O (-2.017, -0.185, -0.433)  -0.43
O (1.276, 0.640, 0.042)  -0.55
F (-1.105, 1.512, 0.453)  -0.32
F (-0.163, -1.168, 1.335)  -0.59
F (0.607, -1.167, -0.951)  -0.24
H (2.093, 0.176, -0.062)  0.52

The value obtained for the LUMO energy is -0.0465 Eh. Its HOMO energy is -12.0 eV.

It is A) that is the least stable of them.